No. 1
This record from the Open Molecules 2025 dataset describes a molecular structure, C29H31BiCl2N5O9P2 at a distorted geometry. The level of theory is ωB97M-V/def2-TZVPD.

```
! wB97M-V def2-TZVPD RIJCOSX def2/J DEFGRID3
* xyz 1 1
Bi 0.792 0.851 -2.894
N 3.865 4.769 -1.137
C 3.331 3.350 -1.382
C 4.458 2.367 -0.874
P 1.735 3.147 -0.503
O 0.748 4.310 -1.148
O 1.985 3.390 0.929
O 1.026 1.786 -0.868
P 3.146 3.162 -3.199
O 3.297 4.759 -3.580
O 4.133 2.274 -3.828
O 1.617 2.825 -3.527
H 3.461 5.110 -0.257
H 3.592 5.370 -1.926
H 4.903 4.735 -1.048
H 4.498 2.401 0.207
H 5.417 2.640 -1.367
H 4.223 1.336 -1.172
H 0.484 4.884 -0.389
H 3.174 4.857 -4.558
C -4.763 -4.015 3.784
C -4.476 -3.240 2.538
C -3.999 -1.919 2.577
C -3.879 -1.139 1.438
C -4.215 -1.651 0.185
N -4.288 -0.772 -0.895
C -4.923 -0.990 -2.064
O -5.670 -1.964 -2.277
N -4.760 -0.044 -3.060
C -3.833 1.012 -3.082
C -4.179 2.309 -3.514
C -3.153 3.244 -3.580
C -1.830 2.866 -3.349
N -1.526 1.632 -2.932
C -2.468 0.695 -2.828
C -4.567 -3.004 0.118
C -4.711 -3.767 1.279
H -4.147 -3.662 4.619
H -4.574 -5.094 3.609
H -5.826 -3.960 4.149
H -3.731 -1.530 3.572
H -3.537 -0.118 1.556
H -3.840 0.141 -0.822
H -5.554 0.035 -3.700
H -5.207 2.629 -3.638
H -3.252 4.277 -3.863
H -1.059 3.635 -3.419
H -2.178 -0.336 -2.527
H -4.836 -3.452 -0.864
H -4.992 -4.828 1.227
Cl 5.518 -1.588 0.655
C 4.774 -0.628 1.888
C 5.529 0.247 2.609
C 4.904 1.243 3.369
C 3.524 1.336 3.387
C 2.749 0.322 2.820
Cl 1.068 0.411 2.874
C 3.353 -0.684 2.024
N 2.635 -1.618 1.294
C 1.573 -2.404 1.750
C 1.348 -2.654 3.098
C 0.264 -3.418 3.523
C -0.639 -3.904 2.599
C -0.450 -3.595 1.238
C 0.673 -2.936 0.785
C 0.938 -2.966 -0.701
C 0.892 -1.625 -1.539
O -0.258 -1.120 -1.838
O 2.019 -1.065 -1.800
H 6.611 0.225 2.528
H 5.519 2.006 3.854
H 2.971 2.185 3.808
H 2.968 -1.832 0.359
H 2.053 -2.264 3.816
H 0.187 -3.621 4.573
H -1.509 -4.446 2.914
H -1.206 -3.863 0.472
H 0.155 -3.623 -1.163
H 1.924 -3.434 -0.909
*
```

The calculation puts the orbital gap at 5.9 eV.

Charges computed using Löwdin, reported in e: 2.05, 0.19, -0.48, -0.04, 0.39, -0.16, -0.26, -0.45, 0.38, -0.17, -0.25, -0.57, 0.16, 0.13, 0.18, 0.08, 0.11, 0.09, 0.10, 0.13, -0.06, -0.30, -0.04, -0.03, -0.23, 0.14, -0.50, 0.05, 0.13, -0.19, 0.04, -0.03, -0.12, -0.10, -0.06, -0.01, -0.04, 0.07, 0.08, 0.10, 0.12, 0.11, 0.14, 0.17, 0.13, 0.11, 0.11, 0.12, 0.12, 0.12, 0.72, -0.60, -0.13, -0.09, -0.11, -0.62, 0.81, -0.28, 0.06, -0.23, -0.06, -0.07, -0.07, -0.04, -0.17, -0.04, -0.59, -0.17, -0.16, 0.11, 0.11, 0.11, 0.09, 0.11, 0.10, 0.09, 0.12, 0.13, 0.13

=====

No. 2
This record from the Open Molecules 2025 dataset describes a molecular structure, C29H31ClN8O3RuS at a distorted geometry. The level of theory is ωB97M-V/def2-TZVPD.

```
! wB97M-V def2-TZVPD RIJCOSX def2/J DEFGRID3
* xyz 1 2
Ru 2.718 -1.547 0.456
O 3.099 -1.612 4.565
C 3.531 -1.595 3.435
O 2.772 -1.599 2.384
C 5.042 -1.585 3.212
C 5.799 -1.624 4.378
C 7.185 -1.638 4.344
C 7.847 -1.617 3.124
C 7.121 -1.572 1.954
C 5.716 -1.550 1.978
S 5.016 -1.446 0.378
H 5.266 -1.646 5.317
H 7.742 -1.667 5.271
H 8.928 -1.635 3.086
H 7.626 -1.552 0.997
N 2.370 -1.793 -3.710
C 2.912 -1.135 -2.683
N 2.508 -1.702 -1.571
C 1.702 -2.737 -1.992
N 1.604 -2.808 -3.299
C 1.085 -3.576 -1.006
C 0.222 -4.641 -1.289
N -0.324 -5.362 -0.339
C -0.048 -5.051 0.928
C 0.806 -4.008 1.233
N 1.384 -3.284 0.280
H 2.479 -1.623 -4.697
H 3.568 -0.284 -2.760
H -0.003 -4.882 -2.322
H -0.515 -5.653 1.695
H 1.044 -3.753 2.259
C -0.256 2.344 -2.710
C -1.761 2.334 -2.382
C -2.472 3.155 -3.467
C -2.243 0.882 -2.478
C -2.026 2.970 -0.968
O -1.173 4.089 -0.763
C -3.469 3.498 -0.752
C -4.683 2.556 -0.819
C -4.793 1.518 0.269
C -4.807 1.889 1.613
C -4.921 0.945 2.619
C -5.032 -0.398 2.287
Cl -5.166 -1.585 3.535
C -5.048 -0.791 0.958
C -4.930 0.168 -0.037
C -1.714 2.032 0.221
N -0.341 1.569 0.332
C 0.129 0.336 0.149
N 1.432 0.329 0.383
C 1.708 1.613 0.741
N 0.654 2.384 0.719
H -0.113 1.998 -3.736
H 0.311 1.679 -2.056
H 0.170 3.340 -2.624
H -2.203 2.770 -4.451
H -2.177 4.206 -3.439
H -3.557 3.096 -3.378
H -2.064 0.514 -3.490
H -3.308 0.782 -2.277
H -1.703 0.226 -1.793
H -1.410 4.788 -1.383
H -3.635 4.291 -1.483
H -3.453 3.989 0.224
H -4.735 2.071 -1.794
H -5.568 3.197 -0.753
H -4.734 2.936 1.882
H -4.935 1.245 3.658
H -5.164 -1.837 0.707
H -4.954 -0.150 -1.074
H -2.361 1.160 0.190
H -1.922 2.600 1.126
H -0.464 -0.519 -0.130
H 2.690 1.959 1.016
*
```

The calculation puts the orbital gap (spin up / spin down) at 6.2 / 7.0 eV. The expectation value of S² is 1.03.

Charges computed using Löwdin, reported in e: 1.04, 0.08, -0.58, -0.25, -0.13, 0.00, -0.04, -0.06, -0.13, -0.57, 0.74, 0.12, 0.11, 0.11, 0.10, 0.05, -0.10, -0.07, -0.30, 0.16, -0.18, -0.05, 0.11, -0.07, -0.06, 0.02, 0.17, 0.15, 0.13, 0.12, 0.13, -0.03, -0.49, -0.04, -0.03, -0.43, -0.01, -0.11, -0.13, -0.25, -0.04, -0.09, -0.68, 0.68, -0.10, -0.05, -0.03, -0.08, -0.14, -0.01, -0.16, 0.16, 0.09, 0.06, 0.09, 0.09, 0.09, 0.08, 0.10, 0.06, 0.06, 0.11, 0.12, 0.12, 0.09, 0.13, 0.12, 0.11, 0.11, 0.11, 0.12, 0.15, 0.13, 0.12

=====

No. 3
This record from the Open Molecules 2025 dataset describes a molecular structure, C29H31CsN4O6S at a distorted geometry. The level of theory is ωB97M-V/def2-TZVPD.

```
! wB97M-V def2-TZVPD RIJCOSX def2/J DEFGRID3
* xyz -2 1
Cs 0.517 -0.297 -0.630
C 0.038 3.625 -0.117
C 0.179 3.502 1.277
C 1.477 3.014 1.539
C 2.147 2.870 0.305
C 1.259 3.237 -0.720
C 1.523 3.251 -2.197
C 3.584 2.468 0.154
C 2.069 2.730 2.890
C -0.838 3.833 2.328
C -1.157 4.124 -0.877
H 1.381 4.249 -2.636
H 0.857 2.576 -2.750
H 2.547 2.950 -2.431
H 4.280 3.220 0.553
H 3.857 2.312 -0.892
H 3.822 1.532 0.670
H 1.578 3.314 3.676
H 3.137 2.980 2.927
H 1.981 1.674 3.183
H -0.417 4.467 3.120
H -1.251 2.946 2.827
H -1.686 4.381 1.909
H -0.887 4.914 -1.589
H -1.917 4.542 -0.212
H -1.644 3.336 -1.466
O 1.990 -3.373 -6.680
C 1.653 -2.805 -5.472
C 0.614 -1.900 -5.363
C 0.322 -1.369 -4.110
N 1.010 -1.705 -3.028
C 2.022 -2.566 -3.131
C 2.371 -3.151 -4.341
C 2.840 -2.927 -1.856
O 3.666 -3.848 -1.997
O 2.583 -2.248 -0.839
C -0.883 -0.388 -3.991
O -1.379 -0.023 -5.066
O -1.203 -0.096 -2.813
H 1.395 -2.999 -7.336
H 0.013 -1.573 -6.204
H 3.188 -3.858 -4.372
N -0.578 -3.299 3.603
C -1.895 -3.356 3.226
C -2.961 -4.136 3.650
C -4.173 -3.936 3.008
C -4.303 -2.996 1.981
C -3.241 -2.213 1.563
C -2.019 -2.390 2.208
N -0.805 -1.762 2.000
C 0.027 -2.338 2.824
C 1.449 -2.086 2.870
C 2.400 -2.914 3.411
S 3.957 -2.309 3.047
C 3.230 -0.983 2.232
N 1.948 -0.988 2.236
H -0.120 -3.849 4.305
H -2.853 -4.875 4.435
H -5.033 -4.526 3.299
H -5.264 -2.889 1.495
H -3.324 -1.505 0.745
H 2.249 -3.853 3.917
H 3.807 -0.240 1.704
C -2.977 1.611 0.603
C -3.653 1.128 -0.669
O -3.301 -0.201 -1.001
H -3.355 2.600 0.881
H -1.895 1.709 0.485
H -3.176 0.924 1.429
H -3.423 1.799 -1.502
H -4.743 1.143 -0.530
H -2.611 -0.190 -1.697
*
```

The calculation puts the orbital gap at 4.1 eV.

Charges computed using Löwdin, reported in e: 1.16, -0.27, -0.27, -0.26, -0.30, -0.30, -0.07, -0.07, -0.07, -0.09, -0.07, 0.06, 0.07, 0.05, 0.06, 0.06, 0.04, 0.05, 0.06, 0.05, 0.06, 0.06, 0.05, 0.06, 0.05, 0.06, 0.03, -0.30, 0.03, -0.18, 0.02, -0.18, 0.04, -0.68, -0.05, -0.21, -0.64, -0.03, -0.24, 0.09, 0.11, 0.12, 0.16, -0.20, -0.05, -0.12, -0.10, 0.01, -0.20, 0.16, -0.27, -0.32, -0.36, 1.02, -0.45, 0.03, 0.15, 0.10, 0.09, 0.10, 0.09, 0.06, 0.07, -0.09, -0.32, -0.12, 0.07, 0.05, 0.07, 0.11, 0.10, 0.03

=====

| no. | DFT total energy (hartree) |
| --- | --- |
| 1 | -3892.4155 |
| 2 | -2740.5500 |
| 3 | -2212.6208 |